1.
Below is a structure of composition C24H36GeN5O4S2Si3Tc, with properties calculated with the ωB97M-V functional and the def2-TZVPD basis.

**HOMO level (spin up / spin down)**: -7.74 / -7.74 eV
**HOMO-LUMO gap (spin up / spin down)**: 0.2390 / 0.2359 Eh
**LUMO level (spin up / spin down)**: -1.238 / -1.317 eV

```
! wB97M-V def2-TZVPD RIJCOSX def2/J DEFGRID3
* xyz 0 1
Tc -0.01 -0.46 -2.29
O -2.24 -1.23 1.08
C -1.49 -1.26 0.11
O -0.82 -0.18 -0.25
C -1.19 -2.48 -0.65
C -1.64 -3.76 -0.34
C -1.18 -4.82 -1.10
C -0.30 -4.58 -2.16
C 0.09 -3.28 -2.42
N -0.34 -2.27 -1.66
C 0.95 -2.79 -3.58
O 1.72 -3.53 -4.16
O 0.76 -1.55 -3.83
H -2.34 -3.89 0.47
H -1.51 -5.83 -0.88
H 0.06 -5.37 -2.80
S 0.13 1.65 -3.42
C -1.32 1.70 -4.36
C -1.43 2.79 -5.24
N -1.48 3.71 -5.92
C -2.33 0.77 -4.24
S -2.24 -0.54 -3.12
C -3.49 0.83 -5.02
N -4.45 0.82 -5.65
C 4.89 -2.65 -1.26
N 3.96 -1.59 -1.53
C 4.21 -0.44 -2.21
C 3.02 0.21 -2.32
N 2.05 -0.53 -1.71
C 2.65 -1.61 -1.25
H 5.90 -2.25 -1.24
H 4.83 -3.42 -2.04
H 4.67 -3.11 -0.30
H 5.18 -0.18 -2.57
H 2.79 1.15 -2.78
H 2.19 -2.40 -0.69
C 0.69 -0.12 4.73
Si -0.32 -0.88 3.29
C 0.83 -2.12 2.38
C -1.86 -1.72 4.07
Ge -0.82 0.94 1.66
Si 1.28 2.17 1.17
C 1.33 3.52 2.54
C 1.47 3.04 -0.51
C 2.80 1.03 1.46
Si -2.84 2.31 1.27
C -2.88 3.46 2.81
C -2.43 3.34 -0.29
C -4.49 1.37 1.14
H 0.94 -0.89 5.46
H 0.12 0.65 5.24
H 1.62 0.33 4.40
H 1.21 -2.89 3.05
H 1.67 -1.60 1.95
H 0.30 -2.62 1.58
H -1.61 -2.65 4.56
H -2.60 -1.93 3.31
H -2.31 -1.06 4.81
H 0.63 4.32 2.32
H 2.32 3.96 2.63
H 1.07 3.11 3.51
H 1.05 4.05 -0.50
H 0.94 2.49 -1.29
H 2.50 3.13 -0.82
H 2.78 0.62 2.46
H 3.74 1.57 1.34
H 2.80 0.21 0.75
H -1.96 4.02 2.91
H -3.01 2.89 3.72
H -3.70 4.17 2.74
H -1.61 4.02 -0.10
H -3.28 3.93 -0.62
H -2.14 2.69 -1.11
H -4.63 0.71 2.00
H -4.51 0.75 0.25
H -5.33 2.05 1.10
*
```


2.
Below is a cluster of 4 separate species, C13H28BrN4O12S3 in total, with properties calculated with the ωB97M-V functional and the def2-TZVPD basis.

**HOMO level**: -10.74 eV
**HOMO-LUMO gap**: 0.2476 Eh
**LUMO level**: -4.001 eV

```
! wB97M-V def2-TZVPD RIJCOSX def2/J DEFGRID3
* xyz 1 1
C -0.88 0.30 2.62
C -0.99 -0.90 2.05
N -1.76 -1.03 0.84
C -1.27 -1.39 -0.31
N -2.10 -1.50 -1.45
Br -2.52 0.26 -2.03
N 0.05 -1.71 -0.38
C 0.69 -1.59 -1.73
C 2.15 -1.19 -1.57
C 2.37 0.33 -1.45
C 3.03 0.98 -2.69
N 4.32 1.60 -2.33
H -0.95 1.19 2.01
H -0.69 0.38 3.68
H -0.46 -1.78 2.39
H -2.75 -0.83 0.90
H -2.97 -1.98 -1.21
H 0.12 -2.68 -0.07
H 0.64 -2.56 -2.23
H 0.13 -0.89 -2.34
H 2.57 -1.67 -0.68
H 2.69 -1.57 -2.43
H 1.43 0.84 -1.23
H 3.05 0.52 -0.62
H 2.36 1.72 -3.13
H 3.25 0.22 -3.44
H 4.17 2.55 -2.02
H 4.90 1.65 -3.16
C -6.98 -3.36 -0.71
C -6.61 -4.52 0.20
O -5.67 -5.28 -0.58
S -4.82 -4.31 -1.50
O -3.58 -4.01 -0.86
O -4.86 -4.78 -2.83
O -5.74 -3.01 -1.36
H -7.70 -3.65 -1.47
H -7.36 -2.50 -0.16
H -7.46 -5.14 0.46
H -6.11 -4.18 1.11
C -2.51 0.77 8.49
C -2.68 -0.59 7.86
O -2.08 -0.45 6.56
S -0.84 0.57 6.65
O 0.36 -0.16 6.76
O -1.01 1.54 5.63
O -1.21 1.19 8.06
H -3.25 1.49 8.12
H -2.55 0.74 9.57
H -3.72 -0.88 7.75
H -2.14 -1.37 8.41
C 6.43 5.64 -5.63
C 6.73 5.43 -4.16
O 5.76 4.44 -3.76
S 5.46 3.44 -4.97
O 6.25 2.27 -4.81
O 4.06 3.36 -5.14
O 6.11 4.33 -6.12
H 5.56 6.29 -5.78
H 7.28 6.04 -6.18
H 6.60 6.33 -3.57
H 7.73 5.02 -4.01
*
```


3.
Below is the ion C5H15N2 with charge +1, with properties calculated with the ωB97M-V functional and the def2-TZVPD basis.

**Relative energy (zero: lowest compared OMol25 entry of this formula, charge and spin)**: 175.5 kJ/mol
**SMILES string**: CNC(C)(C)[NH2+]C
**HOMO level**: -13.50 eV
**HOMO-LUMO gap**: 0.3839 Eh
**LUMO level**: -3.052 eV

```
! wB97M-V def2-TZVPD RIJCOSX def2/J DEFGRID3
* xyz 1 1
C 0.35 -1.96 -0.98
C 0.60 -0.78 1.40
C -1.79 1.03 0.24
C 1.51 1.63 -0.23
C 0.24 -0.63 -0.04
N -1.45 -0.29 0.01
N 0.80 0.46 -0.73
H 0.07 -2.95 -0.50
H -0.03 -1.74 -1.91
H 1.42 -1.97 -1.21
H 0.78 0.14 1.93
H -0.28 -1.21 1.95
H 1.44 -1.46 1.62
H -1.29 1.68 1.04
H -1.50 1.60 -0.70
H -2.83 1.20 0.37
H 2.16 2.18 -1.03
H 0.88 2.43 0.16
H 2.19 1.40 0.55
H -1.93 -0.89 0.65
H -1.72 -0.50 -0.94
H 0.39 0.64 -1.64
*
```


4.
Below is a structure of composition C2HF6NO5S2Sc, with properties calculated with the ωB97M-V functional and the def2-TZVPD basis.

**Relative energy (zero: lowest compared OMol25 entry of this formula, charge and spin)**: 438.2 kJ/mol
**HOMO level**: -13.98 eV
**HOMO-LUMO gap**: 0.2471 Eh
**LUMO level**: -7.259 eV

```
! wB97M-V def2-TZVPD RIJCOSX def2/J DEFGRID3
* xyz 1 1
Sc -1.10 1.18 1.26
N 1.17 -0.64 -1.07
S 1.72 -0.28 0.34
O 3.13 0.10 0.30
O 0.82 0.64 1.12
C 1.65 -1.81 1.41
F 2.37 -2.76 0.85
F 0.39 -2.22 1.50
F 2.12 -1.54 2.61
S -0.49 -0.71 -1.29
O -0.79 -1.89 -2.15
C -0.55 0.72 -2.51
F -0.15 1.84 -1.92
F 0.21 0.49 -3.57
F -1.81 0.85 -2.91
O -2.67 1.93 2.47
H -2.98 2.84 2.37
O -3.06 1.27 1.19
*
```


5.
Below is a structure of composition C5H14N2O, with properties calculated with the ωB97M-V functional and the def2-TZVPD basis.

**Relative energy (zero: lowest compared OMol25 entry of this formula, charge and spin)**: 621.7 kJ/mol
**HOMO level (spin up / spin down)**: -6.37 / -6.37 eV
**HOMO-LUMO gap (spin up / spin down)**: 0.2594 / 0.2595 Eh
**LUMO level (spin up / spin down)**: 0.693 / 0.693 eV

```
! wB97M-V def2-TZVPD RIJCOSX def2/J DEFGRID3
* xyz 0 1
C -0.40 0.13 0.26
C 0.12 -0.96 -0.45
C 1.70 0.17 0.85
C -0.73 1.44 -0.39
C 2.53 1.24 0.17
N -1.56 -1.55 -1.27
N -2.66 -1.85 -0.44
O -1.14 -0.06 1.39
H -0.99 -0.96 1.73
H -1.88 -0.90 -1.99
H -3.08 -1.06 0.05
H -2.37 -2.53 0.25
H 0.68 -0.76 -1.35
H 0.29 -1.90 0.07
H 2.24 -0.78 0.90
H 1.42 0.45 1.87
H -1.80 1.52 -0.55
H -0.21 1.55 -1.34
H -0.43 2.26 0.27
H 2.00 2.19 0.12
H 3.47 1.43 0.70
H 2.80 0.94 -0.85
*
```


6.
Below is a structure of composition C20H27FGaNO3P2, with properties calculated with the ωB97M-V functional and the def2-TZVPD basis.

**HOMO level**: -14.27 eV
**HOMO-LUMO gap**: 0.3135 Eh
**LUMO level**: -5.743 eV

```
! wB97M-V def2-TZVPD RIJCOSX def2/J DEFGRID3
* xyz 2 1
Ga 0.44 -0.67 -1.90
C -1.33 -3.84 -2.05
P -0.34 -2.64 -2.95
C -1.19 -2.24 -4.49
C 1.25 -3.43 -3.38
C 2.27 -2.41 -3.93
P 2.62 -1.08 -2.74
C 3.68 -1.76 -1.45
C 3.54 0.21 -3.60
H -1.45 -4.73 -2.66
H -2.32 -3.42 -1.84
H -0.85 -4.10 -1.11
H -1.23 -3.12 -5.13
H -0.69 -1.43 -5.02
H -2.20 -1.91 -4.26
H 1.06 -4.22 -4.11
H 1.62 -3.91 -2.48
H 1.90 -1.94 -4.85
H 3.20 -2.91 -4.19
H 4.54 -2.26 -1.89
H 3.13 -2.48 -0.83
H 4.02 -0.96 -0.80
H 4.44 -0.24 -4.04
H 3.83 0.99 -2.91
H 2.93 0.64 -4.39
C -3.46 3.17 2.96
C -1.99 3.54 2.83
C -1.28 3.78 4.15
C -1.25 2.50 4.98
C -0.70 1.35 4.18
C -0.14 0.26 4.79
C 0.40 -0.79 4.04
F 0.92 -1.82 4.70
C 0.42 -0.77 2.68
C -0.15 0.33 2.02
C -0.15 0.39 0.58
O 0.41 -0.62 -0.05
C -0.72 1.50 -0.04
C -1.27 2.49 0.77
N -1.28 2.45 2.09
C -0.71 1.38 2.76
C -0.83 1.80 -1.52
O -1.35 2.80 -1.90
O -0.43 0.85 -2.37
H -3.98 3.96 3.51
H -3.60 2.23 3.49
H -3.93 3.08 1.98
H -1.89 4.42 2.20
H -1.80 4.57 4.68
H -0.26 4.12 3.96
H -2.25 2.25 5.33
H -0.64 2.64 5.87
H -0.10 0.21 5.88
H 0.85 -1.59 2.13
H -1.73 3.36 0.30
*
```


7.
Below is a cluster of 3 separate species, C20H44N5OS in total, with properties calculated with the ωB97M-V functional and the def2-TZVPD basis.

**HOMO level**: -9.99 eV
**HOMO-LUMO gap**: 0.2558 Eh
**LUMO level**: -3.027 eV

```
! wB97M-V def2-TZVPD RIJCOSX def2/J DEFGRID3
* xyz 1 1
C -0.07 2.68 3.32
N -0.78 3.08 2.15
N -0.95 1.91 1.48
C -0.37 0.83 2.20
S -0.46 -0.82 1.42
C 1.14 -1.72 1.54
C 2.12 -1.64 0.28
N 1.66 -0.80 -0.88
C 1.68 0.71 -0.75
C 1.34 1.09 -2.30
C 0.08 0.07 -2.47
C 0.57 -1.33 -1.79
O 0.19 1.28 3.42
H 0.19 3.52 4.03
H 1.70 -1.34 2.48
H 0.93 -2.83 1.75
H 2.38 -2.68 -0.10
H 3.11 -1.18 0.65
H 2.48 -0.91 -1.53
H 0.81 1.21 -0.21
H 2.72 1.10 -0.45
H 2.12 0.72 -3.05
H 1.10 2.20 -2.48
H -0.75 0.64 -1.91
H -0.32 0.02 -3.53
H 0.90 -2.16 -2.49
H -0.41 -1.66 -1.29
C -0.73 2.62 -9.55
C -1.18 1.31 -8.91
N -0.62 1.08 -7.58
C -0.81 -0.29 -7.11
C -2.24 -0.76 -6.87
C -0.86 2.12 -6.59
C -2.31 2.49 -6.28
H 0.36 2.69 -9.57
H -1.10 2.68 -10.57
H -1.13 3.49 -9.01
H -0.86 0.50 -9.58
H -2.28 1.28 -8.90
H -0.23 -0.44 -6.19
H -0.35 -0.97 -7.84
H -2.67 -0.33 -5.96
H -2.25 -1.85 -6.73
H -2.90 -0.54 -7.71
H -0.34 3.03 -6.92
H -0.36 1.85 -5.66
H -2.91 2.61 -7.19
H -2.34 3.45 -5.75
H -2.79 1.76 -5.64
C -0.19 -3.61 8.51
C 0.51 -2.72 7.49
N -0.27 -1.55 7.11
C 0.25 -0.86 5.93
C 1.64 -0.23 6.03
C -0.69 -0.67 8.20
C 0.40 -0.08 9.10
H -1.19 -3.90 8.17
H 0.39 -4.52 8.66
H -0.29 -3.12 9.48
H 0.67 -3.34 6.59
H 1.50 -2.45 7.87
H -0.46 -0.10 5.61
H 0.27 -1.59 5.10
H 1.62 0.68 6.63
H 1.99 0.04 5.03
H 2.38 -0.92 6.46
H -1.39 -1.23 8.83
H -1.30 0.15 7.79
H 1.14 -0.82 9.40
H -0.06 0.31 10.01
H 0.91 0.75 8.62
*
```


8.
Below is the ion C11H14NO2S with charge +1, with properties calculated with the ωB97M-V functional and the def2-TZVPD basis.

**Relative energy (zero: lowest compared OMol25 entry of this formula, charge and spin)**: 44.6 kJ/mol
**SMILES string**: CC[C@@H]1C(=S)c2cccc[n+]2[C@@]1(O)OC
**HOMO level**: -12.94 eV
**HOMO-LUMO gap**: 0.2683 Eh
**LUMO level**: -5.636 eV

```
! wB97M-V def2-TZVPD RIJCOSX def2/J DEFGRID3
* xyz 1 1
C -0.76 2.45 2.28
C 0.61 2.21 2.25
C -1.61 1.84 1.37
C 1.01 1.10 1.60
C -1.11 0.71 0.60
C -1.72 -0.26 -0.26
C -0.58 -1.07 -0.92
C 0.66 -0.79 0.05
C -0.12 0.97 -2.32
C 1.09 -3.09 0.58
C -0.51 -0.52 -2.33
N 0.20 0.38 0.82
O 1.88 -0.63 -0.66
O 0.90 -1.76 1.04
S -3.34 -0.33 -0.51
H -1.11 3.33 2.97
H 1.20 2.88 2.92
H -2.62 1.96 1.15
H 2.14 0.80 1.70
H -0.99 -2.15 -0.86
H -0.77 1.56 -1.77
H -0.25 1.35 -3.25
H 0.80 1.00 -1.90
H 1.44 -3.15 -0.38
H 0.30 -3.68 0.75
H 1.97 -3.57 0.98
H 0.32 -0.90 -3.02
H -1.46 -0.47 -2.76
H 2.46 -0.15 -0.09
*
```


Going through the records in order, we get strongest force on any atom values of 3.36 1.12 5.72 4.63 5.22 0.63 6.46 4.32 eV/Å.
Going through the records in order, we get E values of -145134.763 -147002.416 -8400.857 -72482.459 -10434.584 -102472.311 -41775.364 -28045.207 eV.